[1]
{
  "formula": "C27H45BrN8O4",
  "method": "wB97M-V/def2-TZVPD",
  "smiles": "CC[C@H](Br)OC(=O)OOC[C@H](C)CC(C)C.CC#N.CC#N.CC#N.CC#N.CC#N.CC#N.CC#N.CC#N",
  "energy_ev": -118878.1093,
  "gap_ev": 10.69,
  "symbols": ["C", "C", "C", "Br", "O", "C", "O", "O", "O", "C", "C", "C", "C", "C", "C", "C", "H", "H", "H", "H", "H", "H", "H", "H", "H", "H", "H", "H", "H", "H", "H", "H", "H", "H", "H", "H", "H", "C", "C", "N", "H", "H", "H", "C", "C", "N", "H", "H", "H", "C", "C", "N", "H", "H", "H", "C", "C", "N", "H", "H", "H", "C", "C", "N", "H", "H", "H", "C", "C", "N", "H", "H", "H", "C", "C", "N", "H", "H", "H", "C", "C", "N", "H", "H", "H"],
  "xyz": [[5.9834, -0.5127, 4.0376], [5.8520, 0.4594, 2.8647], [4.4267, 0.6999, 2.4032], [3.2961, 1.4239, 3.8235], [3.9071, -0.5406, 1.9324], [2.6650, -0.4667, 1.4143], [2.1552, 0.5069, 0.8935], [2.1019, -1.6774, 1.6090], [0.8461, -1.7222, 0.9436], [-0.1472, -1.5456, 1.9750], [-1.5279, -1.2794, 1.3317], [-1.4714, -1.3403, -0.2117], [-2.0939, 0.0900, 1.7161], [-2.6835, 0.2407, 3.1238], [-3.1770, 1.6907, 3.2712], [-1.6960, -0.0287, 4.2657], [7.0147, -0.5666, 4.3864], [5.6517, -1.5044, 3.7251], [5.3560, -0.2204, 4.8807], [6.3369, -0.0100, 1.9990], [6.3343, 1.4189, 3.0515], [4.3919, 1.4342, 1.6013], [0.1820, -0.7155, 2.6003], [-0.1618, -2.4648, 2.5686], [-2.2184, -2.0627, 1.6505], [-1.1188, -2.2931, -0.6000], [-2.4888, -1.1765, -0.5741], [-0.8716, -0.5057, -0.5792], [-1.3593, 0.8830, 1.5242], [-2.9298, 0.2847, 1.0315], [-3.5290, -0.4395, 3.2160], [-2.3188, 2.3545, 3.1190], [-3.9355, 1.9402, 2.5261], [-3.5615, 1.8735, 4.2775], [-0.9283, 0.7505, 4.2877], [-1.2493, -1.0223, 4.2399], [-2.2330, 0.0506, 5.2174], [3.5468, 3.2483, -1.5633], [4.9847, 3.0782, -1.3839], [6.1190, 2.9212, -1.2498], [3.3564, 3.9277, -2.3911], [3.0832, 2.2888, -1.7843], [3.1092, 3.6531, -0.6526], [-2.3585, 1.8494, -1.5318], [-3.7314, 1.9317, -1.0480], [-4.8111, 1.9629, -0.6482], [-1.6683, 2.0732, -0.7210], [-2.1637, 0.8431, -1.8958], [-2.1936, 2.5587, -2.3381], [7.3513, 1.7246, -4.8149], [5.9301, 2.0154, -4.6773], [4.8103, 2.2522, -4.5493], [7.9169, 2.3043, -4.0877], [7.5281, 0.6642, -4.6438], [7.6847, 1.9820, -5.8182], [-8.1746, 0.9671, -0.9608], [-9.1111, -0.1396, -1.1249], [-9.8372, -1.0247, -1.2550], [-7.7549, 0.9578, 0.0426], [-7.3644, 0.8757, -1.6806], [-8.6845, 1.9142, -1.1241], [-5.5415, -1.6053, -2.0110], [-4.2882, -1.6712, -2.7554], [-3.2775, -1.7298, -3.3100], [-5.4218, -0.9742, -1.1309], [-6.3198, -1.1891, -2.6479], [-5.8369, -2.6041, -1.6955], [-6.1284, -2.3143, 4.6529], [-5.4764, -2.2620, 3.3500], [-4.9515, -2.2133, 2.3258], [-7.0086, -1.6746, 4.6500], [-6.4298, -3.3364, 4.8732], [-5.4392, -1.9707, 5.4223], [5.9878, -2.4077, -4.7900], [7.3152, -2.6600, -5.3410], [8.3653, -2.8494, -5.7745], [6.0371, -1.6018, -4.0594], [5.3047, -2.1216, -5.5875], [5.6129, -3.3066, -4.3047], [0.9541, -0.4915, -3.3839], [0.6371, 0.9028, -3.1028], [0.3858, 2.0052, -2.8783], [0.1679, -0.9318, -3.9959], [1.9019, -0.5486, -3.9167], [1.0312, -1.0402, -2.4474]],
  "forces_ev_per_a": [[-0.244, 0.073, 0.000], [-0.122, -0.565, -0.101], [0.443, 0.066, -0.344], [-0.012, 0.010, 0.038], [-0.409, 0.112, 0.356], [-0.703, 1.520, -0.747], [0.836, -1.575, 0.772], [0.171, 0.025, -0.213], [-0.095, 0.076, -0.016], [-0.080, -0.204, 0.012], [0.431, 0.092, -0.509], [-0.365, 0.244, 0.452], [-0.545, -0.189, 0.076], [0.427, 0.566, 0.122], [0.182, -0.290, -0.048], [-0.471, 0.099, 0.150], [-0.027, -0.049, -0.094], [0.130, 0.002, 0.064], [0.083, 0.095, -0.016], [0.097, 0.303, 0.020], [-0.101, -0.016, 0.034], [-0.135, 0.001, 0.082], [-0.072, 0.012, -0.066], [0.036, 0.113, 0.085], [-0.010, 0.076, 0.154], [0.130, 0.058, -0.038], [0.061, -0.156, -0.062], [0.204, -0.212, -0.118], [0.144, -0.137, 0.090], [0.088, 0.046, 0.022], [0.032, -0.041, -0.046], [-0.128, 0.076, 0.030], [-0.025, -0.001, 0.083], [-0.105, 0.034, -0.093], [0.183, -0.216, -0.078], [0.082, 0.058, -0.043], [0.060, -0.022, -0.030], [0.041, 0.027, 0.042], [0.532, -0.165, 0.010], [-0.550, 0.073, -0.025], [0.002, -0.035, -0.030], [0.002, 0.041, 0.003], [-0.032, -0.018, 0.003], [-0.116, 0.095, 0.002], [-0.359, -0.088, 0.186], [0.296, -0.044, -0.181], [0.023, -0.002, -0.014], [-0.020, 0.024, -0.048], [0.009, 0.010, -0.016], [-0.008, 0.007, -0.031], [-0.519, 0.161, 0.144], [0.453, -0.189, -0.101], [-0.034, -0.011, 0.040], [0.054, 0.008, -0.003], [0.014, -0.014, -0.004], [-0.057, -0.017, -0.021], [-0.329, -0.442, -0.047], [0.362, 0.424, 0.057], [0.053, 0.012, -0.018], [0.044, 0.067, 0.047], [0.003, 0.009, 0.002], [-0.019, 0.001, -0.064], [0.757, -0.045, -0.236], [-0.691, 0.113, 0.341], [0.044, 0.009, -0.005], [-0.038, -0.024, 0.008], [-0.006, 0.003, 0.002], [0.008, 0.004, -0.023], [0.236, -0.014, -0.525], [-0.324, -0.082, 0.439], [-0.006, -0.003, 0.008], [-0.005, 0.001, 0.009], [-0.001, 0.002, 0.002], [0.017, -0.008, -0.020], [0.503, -0.063, -0.203], [-0.515, 0.111, 0.214], [-0.022, -0.012, 0.016], [-0.005, 0.001, 0.000], [-0.008, 0.009, 0.011], [-0.003, 0.004, -0.018], [-0.120, 0.634, 0.114], [0.188, -0.616, -0.114], [-0.011, -0.009, 0.036], [0.000, 0.011, -0.002], [-0.012, -0.037, 0.032]]
}

***

[2]
{
  "formula": "C27H45Cl2OsPS",
  "method": "wB97M-V/def2-TZVPD",
  "s_squared": 6.04,
  "spin_multiplicity": 5,
  "energy_ev": -76361.6666,
  "gap_ev": [5.70, 4.79],
  "symbols": ["P", "C", "C", "C", "C", "C", "C", "C", "C", "C", "C", "C", "C", "C", "C", "C", "C", "C", "C", "H", "H", "H", "H", "H", "H", "H", "H", "H", "H", "H", "H", "H", "H", "H", "H", "H", "H", "H", "H", "H", "H", "H", "H", "H", "H", "H", "H", "H", "H", "H", "H", "H", "Os", "Cl", "Cl", "C", "H", "C", "C", "C", "C", "C", "C", "H", "H", "H", "H", "H", "C", "S", "C", "H", "H", "H", "H", "H", "H"],
  "xyz": [[-0.1799, 0.8513, -0.6140], [-1.8187, 0.2565, -1.1171], [-2.3476, 1.1164, -2.2730], [-3.7664, 0.6762, -2.6648], [-3.8853, -0.8340, -2.8918], [-3.3046, -1.6809, -1.7568], [-1.8803, -1.2515, -1.3850], [1.2169, 0.1390, -1.5362], [1.1098, 0.5170, -3.0144], [2.4495, 0.1941, -3.6901], [2.8727, -1.2622, -3.4757], [2.8181, -1.7245, -2.0108], [1.4782, -1.3662, -1.3506], [-0.0858, 2.6720, -0.5188], [-1.1797, 3.2201, 0.4198], [-1.1933, 4.7483, 0.3312], [0.1724, 5.3683, 0.6445], [1.3379, 4.6835, -0.0769], [1.2712, 3.1569, 0.0278], [-2.4344, 0.4393, -0.1982], [-1.6629, 1.0258, -3.1271], [-2.3631, 2.1807, -1.9896], [-4.0819, 1.2346, -3.5567], [-4.4453, 0.9722, -1.8487], [-4.9363, -1.0955, -3.0411], [-3.3544, -1.0897, -3.8162], [-3.9377, -1.5951, -0.8606], [-3.2986, -2.7452, -2.0382], [-1.5351, -1.7931, -0.4908], [-1.1987, -1.5126, -2.2058], [2.0859, 0.6470, -1.0779], [3.2080, 0.8551, -3.2496], [0.8625, 1.5860, -3.1404], [0.2934, -0.0614, -3.4818], [2.3881, 0.4345, -4.7585], [3.8869, -1.4107, -3.8662], [2.2072, -1.9081, -4.0639], [2.9889, -2.8083, -1.9467], [3.6204, -1.2418, -1.4405], [1.4856, -1.6014, -0.2762], [0.6717, -1.9646, -1.7977], [-0.2335, 3.0670, -1.5496], [-2.1807, 2.8238, 0.1841], [-0.9714, 2.8825, 1.4522], [-1.4712, 5.0044, -0.6938], [-1.9644, 5.1584, 0.9887], [0.3462, 5.3158, 1.7333], [0.1588, 6.4316, 0.3824], [2.2963, 5.0449, 0.3068], [1.2978, 4.9299, -1.1385], [2.1244, 2.7119, -0.4987], [1.3687, 2.8354, 1.0790], [0.3706, -0.4784, 3.0512], [2.3985, 0.3909, 1.9777], [-1.8757, 0.3817, 2.8206], [-0.2295, -1.9565, 2.1262], [-1.2027, -1.9730, 1.6418], [0.4776, -3.2473, 1.9151], [1.8801, -3.2834, 1.9351], [2.5741, -4.4931, 1.8935], [1.8651, -5.6907, 1.7846], [0.4721, -5.6602, 1.7091], [-0.2262, -4.4738, 1.7479], [2.4242, -2.3263, 2.0204], [3.6552, -4.4955, 1.9537], [-0.0832, -6.6386, 1.6205], [-1.3122, -4.4532, 1.6910], [2.4139, -6.6584, 1.7502], [-0.4949, -1.2412, 5.4875], [1.0962, -0.4190, 5.0789], [0.5053, 1.4430, 4.5739], [-0.7176, -2.0776, 4.8170], [-1.3365, -0.5547, 5.5396], [-0.2220, -1.6203, 6.4795], [-0.3958, 1.7063, 5.1388], [1.3475, 2.0917, 4.7841], [0.3093, 1.4944, 3.4415]],
  "forces_ev_per_a": [[0.754, -1.756, 3.764], [-0.438, 0.922, -0.088], [-0.624, -0.430, -0.141], [-0.009, 0.272, 0.201], [0.130, 0.018, -0.163], [0.055, 0.036, 0.285], [0.053, 0.086, -0.142], [-0.386, 0.573, -0.625], [0.698, -0.230, -0.304], [-0.126, 0.189, -0.048], [-0.070, -0.217, -0.090], [-0.169, 0.154, 0.074], [-0.110, 0.078, 0.152], [-0.138, 0.027, -0.824], [-0.126, -0.098, 0.039], [0.129, -0.181, -0.107], [0.076, 0.031, 0.389], [-0.191, -0.247, -0.016], [0.009, -0.041, 0.097], [0.278, -0.024, -0.642], [-0.154, -0.026, 0.047], [0.043, -0.315, -0.070], [-0.068, -0.206, 0.134], [0.088, -0.066, -0.152], [0.059, -0.018, -0.077], [-0.034, -0.011, -0.024], [0.049, 0.028, -0.158], [-0.068, 0.279, 0.050], [-0.014, 0.118, -0.300], [-0.187, 0.063, 0.086], [-0.238, -0.032, -0.209], [-0.039, -0.022, -0.091], [0.121, -0.340, 0.041], [0.232, 0.125, 0.113], [0.173, -0.126, 0.087], [-0.161, -0.015, -0.006], [0.057, 0.035, 0.010], [-0.012, 0.235, -0.044], [-0.009, -0.008, -0.030], [0.050, 0.040, -0.280], [0.244, 0.160, 0.048], [0.058, 0.250, 0.505], [0.295, 0.100, -0.040], [0.024, 0.088, -0.380], [-0.085, 0.128, -0.070], [0.070, 0.036, -0.023], [-0.035, -0.025, -0.247], [-0.001, -0.065, 0.097], [-0.088, 0.033, -0.012], [0.051, 0.165, -0.139], [-0.189, 0.075, -0.007], [-0.084, 0.055, -0.335], [-1.039, 3.977, -4.479], [-0.228, -0.710, 0.437], [0.178, -0.308, 0.295], [-0.344, -5.123, -2.405], [-0.129, 0.369, 0.235], [-0.278, 0.871, 0.182], [0.583, 0.098, 0.414], [-0.514, 0.073, -0.098], [0.682, -0.447, 0.014], [-0.549, -1.446, -0.219], [0.161, 0.794, 0.153], [-0.219, -0.639, -0.076], [-0.012, -0.015, -0.064], [0.611, 1.240, 0.060], [0.143, -0.066, 0.041], [-0.547, 0.845, 0.051], [0.320, -0.628, 1.122], [0.584, 1.617, 3.377], [0.429, -0.561, -0.461], [0.002, 0.111, 0.110], [0.210, 0.099, -0.053], [-0.593, -0.199, -0.086], [0.300, -0.431, -0.216], [0.157, -0.133, 0.013], [0.150, 0.715, 1.317]]
}

***

[3]
{
  "formula": "C27H45ClN3PTl",
  "method": "wB97M-V/def2-TZVPD",
  "total_charge": -1,
  "energy_ev": -59701.3166,
  "gap_ev": [5.39, 5.39],
  "symbols": ["Tl", "Cl", "P", "C", "H", "H", "C", "C", "C", "H", "C", "H", "H", "C", "H", "H", "C", "H", "H", "C", "H", "H", "H", "H", "C", "C", "H", "C", "H", "H", "C", "H", "H", "C", "H", "H", "C", "H", "H", "H", "H", "C", "H", "C", "H", "H", "C", "H", "H", "C", "H", "H", "C", "H", "H", "H", "H", "C", "C", "H", "C", "H", "C", "H", "H", "C", "H", "H", "C", "H", "H", "H", "H", "N", "C", "N", "C", "N"],
  "xyz": [[-1.0330, 0.3416, 0.6073], [-3.1665, -0.5942, -0.0315], [-0.0382, 0.3794, -2.2130], [-0.5780, 1.5129, 2.0809], [0.4706, 1.8573, 2.2538], [-1.3539, 1.7029, 2.8573], [1.4104, -0.5158, -3.0370], [0.0843, 2.1771, -2.7551], [2.7546, 0.1135, -2.6386], [1.3442, -1.5080, -2.5495], [3.9192, -0.8077, -3.0245], [2.8801, 1.0792, -3.1537], [2.7879, 0.3333, -1.5605], [3.8992, -1.1636, -4.5125], [4.8662, -0.3226, -2.7607], [3.8447, -1.7266, -2.4279], [2.5277, -1.6603, -4.9867], [4.1839, -0.2783, -5.0968], [4.6531, -1.9321, -4.7164], [1.3731, -0.7459, -4.5519], [2.5186, -1.7565, -6.0795], [2.3472, -2.6619, -4.5725], [1.4593, 0.2169, -5.0759], [0.4211, -1.1927, -4.8653], [-1.5909, -0.3008, -3.0510], [0.6555, 2.4747, -4.1451], [-0.9693, 2.5146, -2.7453], [0.5325, 3.9728, -4.4541], [1.7159, 2.1869, -4.1832], [0.1366, 1.9016, -4.9272], [1.2087, 4.8480, -3.3916], [0.9663, 4.1770, -5.4410], [-0.5343, 4.2297, -4.5095], [0.8028, 4.4815, -1.9605], [2.2984, 4.7534, -3.4903], [0.9655, 5.8997, -3.5815], [0.8548, 2.9708, -1.6795], [1.4479, 5.0031, -1.2444], [-0.2231, 4.8287, -1.7805], [1.9020, 2.6327, -1.6487], [0.4517, 2.7572, -0.6763], [-1.6030, -1.8392, -3.0273], [-2.3631, 0.0251, -2.3296], [-2.9932, -2.3652, -3.4115], [-0.8588, -2.2337, -3.7349], [-1.3373, -2.2090, -2.0265], [-3.4810, -1.8027, -4.7510], [-2.9675, -3.4607, -3.4511], [-3.6934, -2.0844, -2.6132], [-3.3420, -0.2787, -4.8580], [-2.9103, -2.2729, -5.5630], [-4.5303, -2.0816, -4.9024], [-1.9602, 0.2389, -4.4333], [-3.5486, 0.0431, -5.8859], [-4.0955, 0.1941, -4.2133], [-1.2122, -0.0813, -5.1751], [-1.9667, 1.3379, -4.4409], [0.3615, -1.4265, 1.5659], [-0.3076, -0.5717, 2.4067], [1.2429, -1.0603, 1.0229], [-1.6089, -1.0455, 3.1153], [0.3585, -0.0762, 3.1620], [-1.6272, -2.5767, 3.3158], [-1.7037, -0.5258, 4.0781], [-2.4836, -0.7614, 2.5095], [-1.3924, -3.2601, 1.9643], [-0.8197, -2.8538, 4.0113], [-2.5818, -2.9037, 3.7640], [-0.0164, -2.8621, 1.3196], [-1.4064, -4.3528, 2.0919], [-2.2079, -2.9727, 1.2736], [0.7673, -3.5271, 1.7635], [-0.0560, -3.0665, 0.2172], [2.7859, 1.2151, 0.3650], [3.1997, 1.1759, 1.4747], [3.7176, 1.1688, 2.6608], [3.0684, 0.7394, 3.7072], [2.5298, 0.3699, 4.6964]],
  "forces_ev_per_a": [[-0.746, -0.545, -6.083], [-0.992, -0.324, -0.188], [0.200, 0.001, -0.991], [0.721, 1.508, 3.387], [-1.219, -0.204, -0.288], [0.741, 0.416, -0.762], [-0.332, -0.001, 0.355], [-0.166, -0.345, 0.270], [0.119, -0.030, 0.268], [0.125, 0.190, -0.112], [-0.258, 0.049, 0.012], [-0.014, -0.271, 0.108], [-0.027, -0.091, -0.381], [0.005, 0.034, -0.052], [-0.093, -0.131, -0.022], [0.048, 0.073, -0.032], [-0.050, -0.022, 0.145], [-0.055, -0.034, 0.041], [-0.021, 0.089, -0.062], [-0.028, 0.080, -0.202], [0.033, -0.057, 0.124], [0.028, 0.064, -0.045], [0.001, -0.258, 0.114], [0.314, 0.091, 0.048], [0.417, 0.377, 0.417], [-0.065, 0.146, -0.178], [0.172, -0.015, 0.053], [-0.006, -0.037, 0.105], [-0.293, 0.114, 0.011], [0.147, 0.147, 0.242], [0.113, -0.081, -0.029], [-0.090, 0.042, 0.105], [0.070, -0.010, -0.013], [-0.186, -0.209, 0.039], [-0.085, -0.043, -0.005], [0.098, -0.064, 0.008], [0.129, 0.085, -0.062], [-0.118, -0.027, -0.080], [0.044, 0.010, -0.009], [-0.287, 0.043, 0.003], [0.149, 0.107, -0.329], [-0.089, 0.057, -0.041], [0.121, -0.095, -0.357], [0.023, 0.159, 0.163], [-0.107, 0.047, 0.161], [-0.028, 0.100, -0.161], [0.145, -0.028, -0.060], [-0.077, 0.116, 0.000], [0.091, -0.033, -0.106], [-0.053, 0.081, 0.171], [0.002, 0.049, 0.037], [0.116, -0.002, -0.046], [0.005, -0.178, -0.218], [-0.058, -0.037, 0.119], [0.056, -0.056, -0.063], [-0.192, 0.115, 0.138], [-0.013, -0.242, 0.026], [0.467, -0.967, -3.948], [1.242, 1.215, 7.900], [0.193, -0.278, 0.843], [0.109, -0.144, -0.044], [-0.605, -0.830, -0.341], [0.343, 0.327, -0.224], [0.105, -0.056, -0.281], [0.044, -0.225, 0.305], [0.375, 0.027, -0.460], [-0.168, 0.039, -0.082], [0.307, 0.164, -0.185], [-0.721, -0.534, -0.056], [-0.116, 0.227, -0.129], [0.301, -0.167, 0.285], [-0.386, 0.405, -0.336], [0.111, -0.133, 0.842], [0.630, -0.009, 1.827], [-0.918, -0.048, -1.711], [0.504, 0.181, -0.016], [-1.385, -0.834, 1.976], [1.084, 0.721, -1.857]]
}